{"formula": "C49H96IN9O13S", "method": "ωB97M-V/def2-TZVPD", "symbols": ["C", "C", "C", "O", "O", "C", "C", "C", "C", "C", "C", "C", "O", "I", "S", "O", "O", "O", "C", "C", "N", "C", "C", "C", "C", "C", "C", "C", "C", "C", "C", "C", "C", "N", "C", "C", "C", "C", "H", "H", "H", "H", "H", "H", "H", "H", "H", "H", "H", "H", "H", "H", "H", "H", "H", "H", "H", "H", "H", "H", "H", "H", "H", "H", "H", "H", "H", "H", "H", "H", "H", "H", "H", "H", "H", "H", "H", "H", "H", "H", "H", "H", "H", "H", "H", "C", "O", "N", "C", "C", "H", "H", "H", "H", "H", "H", "H", "C", "O", "N", "C", "C", "H", "H", "H", "H", "H", "H", "H", "C", "O", "N", "C", "C", "H", "H", "H", "H", "H", "H", "H", "C", "O", "N", "C", "C", "H", "H", "H", "H", "H", "H", "H", "C", "O", "N", "C", "C", "H", "H", "H", "H", "H", "H", "H", "C", "O", "N", "C", "C", "H", "H", "H", "H", "H", "H", "H", "C", "O", "N", "C", "C", "H", "H", "H", "H", "H", "H", "H"], "positions_angstrom": [[-3.142, -0.169, 4.568], [-2.496, 1.304, 4.778], [-1.133, 1.308, 3.906], [-0.639, 2.446, 3.677], [-0.498, 0.093, 3.462], [-0.420, 0.159, 1.984], [-0.904, -1.190, 1.282], [-0.299, -1.398, -0.215], [-0.575, -2.979, -0.529], [0.061, -3.484, -1.915], [1.462, -4.244, -1.726], [1.254, -5.814, -1.377], [0.137, -6.162, -0.934], [2.900, -7.244, -1.691], [0.445, -1.953, -2.912], [0.330, -2.393, -4.366], [1.867, -1.506, -2.720], [-0.710, -0.779, -2.701], [-0.916, -0.405, -1.305], [-2.533, -0.299, -1.125], [-3.246, -1.556, -1.488], [-0.399, 1.129, -1.176], [1.193, 1.292, -1.237], [1.610, 2.411, -0.123], [3.198, 2.334, 0.201], [3.600, 3.468, 1.275], [4.444, 2.904, 2.526], [3.772, 1.598, 3.216], [4.744, 0.352, 2.872], [6.073, 0.303, 3.797], [6.318, -1.214, 4.264], [6.787, -1.343, 5.824], [6.183, -2.743, 6.342], [6.263, -2.913, 7.835], [5.682, -4.186, 8.256], [5.828, -4.177, 9.799], [6.509, -2.800, 10.139], [6.797, -2.028, 8.836], [-2.404, -0.952, 4.946], [-3.245, -0.296, 3.428], [-4.125, -0.299, 5.127], [-3.207, 2.144, 4.484], [-2.164, 1.477, 5.867], [-1.182, 0.976, 1.691], [0.650, 0.421, 1.699], [-2.035, -1.374, 1.326], [-0.438, -2.055, 1.895], [0.840, -1.323, -0.082], [-0.001, -3.535, 0.308], [-1.673, -3.265, -0.378], [-0.698, -4.144, -2.463], [2.102, -4.232, -2.689], [2.113, -3.776, -0.914], [-2.851, 0.493, -1.910], [-2.834, 0.138, -0.115], [-3.183, -1.731, -2.497], [-4.213, -1.428, -1.166], [-0.820, 1.656, -2.116], [-0.844, 1.682, -0.286], [1.548, 1.706, -2.252], [1.791, 0.363, -0.964], [1.432, 3.424, -0.613], [0.975, 2.345, 0.826], [3.725, 2.581, -0.798], [3.548, 1.287, 0.486], [4.305, 4.193, 0.714], [2.705, 4.120, 1.593], [5.558, 2.733, 2.274], [4.443, 3.738, 3.327], [3.715, 1.703, 4.353], [2.693, 1.414, 2.851], [4.095, -0.595, 2.977], [5.090, 0.367, 1.771], [6.074, 1.071, 4.639], [6.953, 0.590, 3.107], [5.401, -1.889, 4.092], [7.170, -1.677, 3.655], [7.917, -1.252, 5.944], [6.221, -0.500, 6.367], [6.593, -3.644, 5.773], [5.053, -2.708, 6.100], [5.224, -4.995, 7.598], [5.478, -5.004, 10.492], [6.749, -2.425, 11.192], [7.268, -1.018, 8.636], [-6.953, 0.575, -2.075], [-5.759, 0.422, -1.861], [-7.811, -0.403, -2.473], [-9.219, -0.146, -2.710], [-7.300, -1.747, -2.667], [-7.439, 1.553, -1.957], [-9.811, -0.776, -2.040], [-9.456, -0.393, -3.748], [-9.465, 0.901, -2.527], [-6.869, -2.105, -1.728], [-6.514, -1.725, -3.428], [-8.101, -2.420, -2.985], [5.260, -1.923, -0.835], [5.870, -1.757, 0.208], [5.756, -1.696, -2.082], [4.966, -1.919, -3.277], [7.118, -1.217, -2.220], [4.219, -2.284, -0.844], [5.467, -2.664, -3.902], [4.881, -0.979, -3.827], [3.967, -2.276, -3.024], [7.797, -1.939, -1.767], [7.217, -0.264, -1.693], [7.372, -1.084, -3.270], [8.365, -4.047, -2.852], [8.456, -3.148, -3.667], [9.350, -4.938, -2.549], [9.166, -5.984, -1.563], [10.624, -4.834, -3.234], [7.439, -4.213, -2.276], [9.906, -5.859, -0.768], [9.308, -6.956, -2.044], [8.166, -5.942, -1.130], [11.056, -3.850, -3.041], [10.461, -4.940, -4.310], [11.308, -5.610, -2.889], [-10.274, -3.343, -4.919], [-9.657, -3.175, -3.883], [-9.787, -3.112, -6.170], [-10.583, -3.334, -7.360], [-8.428, -2.626, -6.314], [-11.314, -3.708, -4.920], [-10.083, -4.076, -7.989], [-10.675, -2.394, -7.909], [-11.579, -3.697, -7.103], [-7.740, -3.348, -5.866], [-8.329, -1.675, -5.786], [-8.180, -2.489, -7.367], [0.200, 4.291, -3.465], [0.826, 4.456, -2.434], [0.680, 4.511, -4.721], [-0.127, 4.292, -5.904], [2.044, 4.979, -4.878], [-0.844, 3.937, -3.457], [0.359, 3.541, -6.533], [-0.213, 5.231, -6.456], [-1.125, 3.942, -5.637], [2.726, 4.251, -4.431], [2.158, 5.932, -4.355], [2.285, 5.109, -5.933], [-9.031, 3.943, -2.927], [-8.841, 2.763, -3.165], [-8.073, 4.910, -2.939], [-8.375, 6.297, -2.645], [-6.706, 4.541, -3.256], [-10.032, 4.328, -2.675], [-8.110, 6.911, -3.509], [-7.788, 6.614, -1.779], [-9.436, 6.428, -2.425], [-6.678, 4.095, -4.254], [-6.358, 3.800, -2.533], [-6.057, 5.416, -3.227], [-4.975, 4.315, 6.220], [-4.796, 3.139, 5.960], [-4.010, 5.276, 6.220], [-4.299, 6.659, 6.541], [-2.647, 4.903, 5.887], [-5.972, 4.703, 6.486], [-4.035, 7.286, 5.686], [-3.704, 6.955, 7.409], [-5.357, 6.794, 6.770], [-2.627, 4.476, 4.881], [-2.300, 4.146, 6.595], [-1.991, 5.773, 5.928]], "atomic_forces_ev_per_a": [[0.5, 0.7, 0.1], [0.9, -2.2, -0.1], [0.9, 3.8, 0.4], [-1.3, -4.4, 0.3], [-1.8, 2.0, -0.3], [-1.0, 0.2, -0.8], [1.0, -0.7, 0.5], [-0.4, -1.2, 0.8], [0.8, -0.2, 1.2], [-0.5, 0.1, 1.6], [1.0, -0.8, -0.9], [-4.7, 1.0, 1.6], [4.8, 0.7, -1.8], [-0.8, 0.8, 0.1], [2.8, -0.9, -6.4], [-0.9, 1.2, 4.0], [-3.6, -0.4, 1.4], [1.9, -2.4, 0.9], [-1.6, 2.1, 2.5], [0.4, 0.9, -2.1], [0.4, 0.5, 1.2], [0.4, -0.5, -1.5], [0.2, 1.4, 1.4], [1.0, -0.2, -0.8], [-0.8, 0.8, -0.6], [1.3, 0.1, -0.6], [-1.0, 0.9, 1.1], [1.2, -0.2, -0.7], [-0.8, 0.0, 0.0], [0.1, -0.7, -1.4], [1.2, -0.2, 0.7], [-1.7, -0.4, -0.7], [-0.6, 1.6, -0.3], [-0.4, -1.9, -0.6], [1.8, 2.6, 5.5], [1.0, 3.1, -3.7], [-0.5, -0.8, -2.9], [-2.3, -4.7, 2.4], [-1.0, 1.0, -0.6], [-0.2, -0.1, 1.8], [1.2, 0.3, -1.0], [1.3, -1.2, 0.2], [-0.6, -0.3, -1.7], [1.7, -1.0, 0.1], [-1.5, -0.3, 0.2], [1.6, 0.5, -0.2], [-0.7, 1.3, -0.9], [-1.6, 0.3, -0.5], [-0.9, 0.8, -1.3], [1.6, 0.6, -0.7], [1.3, 1.3, 0.4], [-1.1, 0.1, 1.4], [-1.0, -0.6, -1.0], [0.6, -0.8, 1.4], [0.5, -1.0, -1.3], [-0.4, 0.4, 0.6], [0.4, -0.2, -0.8], [0.5, -0.8, 1.5], [0.6, -1.0, -1.0], [-0.6, -0.9, 1.5], [-1.0, 1.0, -0.6], [0.1, -1.3, 0.9], [0.9, 0.0, -1.2], [-0.7, -0.5, 1.5], [-0.6, 1.4, -0.1], [-1.1, -0.9, 0.9], [1.2, -1.4, -0.3], [-1.9, 0.0, 0.2], [0.1, -1.1, -1.3], [0.1, -0.1, -1.5], [1.7, 0.4, 0.4], [1.3, 1.2, 0.0], [-0.7, 0.1, 1.7], [-0.3, -1.2, -0.9], [-1.3, -0.3, 1.2], [1.3, 1.3, 0.3], [-1.3, 0.6, 0.6], [-1.6, -0.1, -0.1], [1.1, -1.3, -0.5], [-0.2, 1.2, 1.0], [1.8, 0.0, 0.3], [0.9, 1.7, 0.8], [0.6, 1.4, -1.0], [-0.4, -0.7, -1.9], [-0.8, -1.7, 0.1], [-0.7, -0.3, -0.1], [0.1, -0.3, 0.0], [0.6, 0.7, 0.3], [0.0, -0.1, 0.2], [0.2, 0.0, 0.1], [0.0, -0.2, 0.0], [-0.1, 0.0, -0.2], [-0.2, 0.0, 0.1], [0.2, -0.3, -0.1], [0.1, -0.1, -0.1], [0.0, -0.1, 0.1], [0.3, 0.4, 0.1], [0.3, 0.1, -0.6], [0.1, 0.0, -0.1], [-0.5, -0.3, 0.7], [0.2, -0.1, 0.0], [-0.1, 0.5, 0.5], [-0.1, 0.0, -0.1], [-0.1, 0.1, -0.1], [-0.1, -0.1, -0.1], [0.1, 0.1, 0.0], [0.0, 0.4, 0.0], [0.1, 0.0, 0.0], [-0.1, -0.1, 0.2], [0.4, -0.4, -0.1], [0.4, -0.6, -0.2], [-0.7, 0.4, 0.0], [0.2, 0.1, -0.2], [-0.1, 0.2, -0.2], [0.0, -0.1, 0.1], [-0.1, -0.2, 0.1], [0.0, -0.1, 0.2], [0.1, 0.1, -0.1], [0.1, -0.1, -0.1], [0.2, 0.0, 0.0], [-0.2, 0.1, 0.0], [0.1, 0.0, -0.5], [-0.3, -0.2, -0.4], [-0.5, -0.2, 0.6], [0.2, 0.1, 0.0], [0.0, 0.0, 0.3], [0.0, 0.0, -0.1], [-0.2, 0.0, -0.1], [-0.1, -0.1, -0.1], [0.1, 0.0, 0.1], [0.1, 0.2, -0.1], [0.2, 0.0, -0.1], [-0.1, 0.0, 0.1], [0.2, 0.1, -0.4], [0.0, 0.1, -0.4], [-0.5, -0.2, 0.6], [0.3, 0.1, 0.0], [0.0, 0.0, 0.3], [0.0, 0.0, -0.1], [-0.2, 0.0, -0.1], [-0.1, -0.1, -0.1], [0.1, 0.0, 0.1], [0.1, 0.2, -0.1], [0.2, -0.1, -0.1], [-0.1, -0.1, 0.1], [0.4, 0.5, 0.0], [0.1, 0.6, -0.2], [-0.8, -0.5, 0.1], [0.2, -0.1, -0.1], [-0.1, -0.3, 0.0], [0.0, 0.1, 0.0], [-0.1, 0.1, 0.1], [-0.1, 0.2, 0.0], [0.1, -0.1, 0.0], [0.2, 0.0, 0.1], [0.2, 0.0, -0.1], [-0.2, 0.0, 0.0], [0.4, 0.3, 0.0], [0.1, 0.2, 0.0], [-0.7, -0.4, 0.1], [0.2, -0.2, -0.1], [-0.1, -0.3, -0.1], [0.0, 0.1, 0.0], [-0.1, 0.1, 0.1], [-0.1, 0.2, 0.0], [0.1, -0.1, 0.0], [0.2, 0.0, 0.1], [0.1, 0.0, -0.1], [-0.2, -0.1, 0.0]], "total_energy_ha": -4091.1161, "smiles": "CCC(=O)OCC[C@H]1C[C@H](CC(=O)I)S(=O)(=O)O[C@]1(CN)CCCCCCCCCCCCn1cccc1.CN(C)C=O.CN(C)C=O.CN(C)C=O.CN(C)C=O.CN(C)C=O.CN(C)C=O.CN(C)C=O", "gap_ev": 7.5, "homo_energy_ha": -0.2781, "fmax_ev_per_a": 7.02}

***

{"formula": "C4Cl2LaMnO4", "method": "ωB97M-V/def2-TZVPD", "symbols": ["La", "Mn", "Cl", "Cl", "C", "C", "C", "O", "O", "O", "O", "C"], "positions_angstrom": [[0.842, 0.590, -0.880], [-1.098, -0.246, 1.145], [-1.535, 1.525, -0.620], [1.284, 0.406, 1.650], [-0.821, -1.639, 2.298], [0.603, 0.409, -3.221], [2.867, -0.471, -1.451], [-0.637, -2.493, 3.112], [0.364, 0.396, -4.336], [3.883, -0.970, -1.589], [-3.278, 1.621, 2.119], [-2.476, 0.870, 1.774]], "atomic_forces_ev_per_a": [[1.5, 3.5, 0.4], [1.0, 2.9, -2.4], [-1.9, -0.8, 1.3], [-1.4, -1.1, 1.6], [1.7, -10.0, 9.7], [-1.3, -0.5, -8.6], [7.6, -4.0, -1.7], [-1.4, 6.4, -6.3], [0.9, 0.0, 3.8], [-3.5, 1.7, 0.4], [3.7, -3.5, -1.4], [-6.9, 5.3, 3.2]], "total_energy_ha": -2554.2811, "multiplicity": 5, "gap_ev": [6.8, 8.0], "homo_energy_ha": [-1.0663, -1.0676], "de_lowest_kj_mol": 183.6, "fmax_ev_per_a": 14.02, "charge": 4}

***

What is the formula in the first record?
C49H96IN9O13S